# 1
The following is a quantum chemistry calculation of a structure of composition C51H73As2F12N10O2, from the Open Molecules 2025 dataset.

Values from the calculation:
orbital gap = 5.2 eV
E_LUMO = 0.171 Eh
charge = -3
DFT total energy = -227355.767 eV

The geometry in XYZ format:
```
150
C51H73As2F12N10O2 (the ωB97M-V functional and the def2-TZVPD basis)
C 0.419 2.822 2.019
C 0.342 1.316 1.898
C 0.765 0.717 0.554
N 1.094 -0.812 0.541
C -0.010 -1.635 1.267
C -1.322 -1.582 0.459
C -1.163 -2.049 -1.007
C 0.042 -1.352 -1.808
C 1.310 -1.304 -0.974
C 2.385 -1.140 1.336
H 0.122 3.097 3.031
H -0.066 3.394 1.228
H 1.433 3.169 1.820
H -0.638 1.011 2.265
H 1.028 0.968 2.670
H 1.680 1.208 0.225
H 0.020 1.028 -0.178
H -0.210 -1.332 2.295
H 0.483 -2.605 1.332
H -1.785 -0.599 0.544
H -2.041 -2.209 0.986
H -2.129 -1.821 -1.456
H -0.936 -3.114 -1.047
H -0.320 -0.331 -1.928
H 0.312 -1.841 -2.744
H 2.115 -0.685 -1.370
H 1.633 -2.342 -0.885
H 2.526 -2.219 1.391
H 2.348 -0.730 2.345
H 3.170 -0.683 0.733
As 0.993 -6.144 0.135
F 0.682 -7.247 -1.254
F 1.505 -4.847 -1.044
F 1.246 -4.982 1.475
F 0.497 -7.381 1.383
F 2.668 -6.703 0.174
F -0.735 -5.643 0.079
As -5.418 -0.274 1.006
F -6.961 -1.164 1.172
F -5.547 -0.277 -0.800
F -3.843 0.580 0.661
F -5.122 -0.269 2.789
F -4.620 -1.908 0.941
F -6.370 1.237 1.202
O 4.387 -0.969 -2.131
H 3.473 -1.014 -2.472
O 4.235 1.798 0.758
H 3.465 1.709 1.353
N 5.702 0.824 2.874
C 6.400 1.595 3.789
C 6.538 0.843 4.943
C 5.934 -0.389 4.785
C 5.495 -0.382 3.443
H 5.222 1.138 2.043
H 6.739 2.619 3.739
H 7.048 1.082 5.865
H 5.799 -1.251 5.421
H 5.181 -1.177 2.784
N 2.802 3.620 -0.948
C 2.113 4.785 -1.149
C 1.834 4.979 -2.498
C 2.230 3.741 -3.077
C 2.733 2.923 -2.161
H 3.297 3.263 -0.143
H 1.922 5.432 -0.306
H 1.275 5.702 -3.072
H 2.026 3.545 -4.119
H 3.262 1.983 -2.220
N -1.059 3.032 -2.556
C -2.176 2.697 -1.732
C -2.862 1.742 -2.381
C -2.157 1.380 -3.535
C -1.097 2.248 -3.675
H -0.321 3.684 -2.332
H -2.317 3.162 -0.768
H -3.747 1.289 -1.958
H -2.518 0.630 -4.223
H -0.390 2.414 -4.475
N 0.673 -4.423 -3.780
C 1.567 -3.700 -4.522
C 0.922 -2.829 -5.486
C -0.414 -3.220 -5.268
C -0.552 -4.217 -4.373
H 0.806 -4.869 -2.884
H 2.587 -3.750 -4.170
H 1.323 -1.983 -6.025
H -1.227 -2.794 -5.838
H -1.366 -4.716 -3.867
N -5.611 -4.758 -2.576
C -4.868 -4.364 -1.488
C -3.816 -5.239 -1.280
C -4.023 -6.355 -2.107
C -5.045 -5.960 -2.986
H -6.346 -4.317 -3.110
H -5.185 -3.438 -1.032
H -2.951 -5.075 -0.654
H -3.419 -7.245 -2.206
H -5.307 -6.344 -3.960
N -1.068 5.983 6.351
C -0.503 5.941 5.123
C 0.658 5.203 5.273
C 0.681 4.615 6.481
C -0.396 5.115 7.153
H -1.953 6.385 6.626
H -0.905 6.481 4.278
H 1.404 4.936 4.538
H 1.395 3.876 6.811
H -0.660 5.018 8.195
N 4.892 -2.736 -0.184
C 5.759 -2.627 0.881
C 5.525 -3.622 1.854
C 4.356 -4.240 1.383
C 4.152 -3.791 0.109
H 4.867 -2.135 -0.995
H 6.473 -1.825 0.769
H 6.146 -3.773 2.724
H 3.787 -5.074 1.765
H 3.527 -4.105 -0.714
N 2.878 0.334 5.374
C 2.037 -0.453 6.059
C 0.873 0.154 5.945
C 1.029 1.465 5.434
C 2.420 1.609 5.084
H 3.741 -0.002 4.971
H 2.204 -1.496 6.283
H -0.052 -0.314 6.248
H 0.209 2.134 5.217
H 2.928 2.459 4.653
N -3.708 7.093 -0.508
C -3.218 7.554 -1.683
C -1.848 7.073 -1.673
C -1.593 6.277 -0.601
C -2.735 6.413 0.182
H -4.686 7.133 -0.257
H -3.870 8.172 -2.283
H -1.126 7.225 -2.462
H -0.657 5.757 -0.466
H -2.864 6.078 1.201
C -5.042 -1.633 -6.360
C -4.292 -2.408 -5.614
C -4.315 -2.249 -4.294
C -5.068 -1.277 -3.749
C -5.721 -0.370 -4.516
C -5.755 -0.539 -5.886
H -4.936 -1.756 -7.428
H -3.727 -3.154 -6.154
H -3.626 -2.762 -3.640
H -4.860 -1.189 -2.692
H -6.250 0.453 -4.058
H -6.303 0.189 -6.466
```



# 2
The following is a quantum chemistry calculation of the ion C3H9N4 with charge +1, from the Open Molecules 2025 dataset.

Values from the calculation:
energy relative to the best compared isomer or geometry (same formula, charge and spin) = 688.4 kJ/mol
orbital gap = 11.5 eV
structure (SMILES) = C[N@@+]12NCCN1N2
E_LUMO = -0.111 Eh
charge = +1
DFT total energy = -9204.486 eV

The geometry in XYZ format:
```
16
C3H9N4 (the ωB97M-V functional and the def2-TZVPD basis)
C 1.195 -1.148 0.187
C 1.461 0.286 0.837
C -1.441 0.922 -1.301
N -0.211 -1.006 -0.240
N -1.217 0.587 1.287
N 0.188 0.986 0.757
N -0.725 0.194 0.009
H 2.022 -1.264 -0.420
H 1.187 -1.921 0.963
H 1.908 0.358 1.773
H 2.065 0.806 0.077
H -2.037 1.762 -1.055
H -0.646 0.994 -2.042
H -1.965 0.078 -1.786
H -0.544 -1.506 -1.046
H -1.240 -0.130 2.000
```



# 3
The following is a quantum chemistry calculation of a cluster of 9 separate species, C46H49ClN8O5S in total, from the Open Molecules 2025 dataset.

Values from the calculation:
orbital gap = 9.0 eV
structure (SMILES) = CC[C@H]1OS(=O)(=O)O[C@H]1CC(=O)Cl.c1ccncc1.c1ccncc1.c1ccncc1.c1ccncc1.c1ccncc1.c1ccncc1.c1ccncc1.c1ccncc1
E_LUMO = -0.005 Eh
DFT total energy = -94004.840 eV

The geometry in XYZ format:
```
110
C46H49ClN8O5S (the ωB97M-V functional and the def2-TZVPD basis)
C -0.483 4.567 4.121
C -1.696 4.200 3.030
C -2.810 5.391 3.186
O -3.242 6.171 2.016
S -4.171 7.409 2.809
O -5.437 7.732 1.978
O -3.181 8.588 3.060
O -4.725 6.517 4.195
C -4.209 5.122 3.997
C -5.296 4.207 3.120
C -6.829 4.341 3.774
O -7.862 4.325 2.903
Cl -7.081 4.549 5.635
H 0.308 3.710 4.230
H -0.024 5.588 3.718
H -1.018 4.840 5.153
H -2.131 3.118 3.189
H -1.180 4.267 1.960
H -2.298 6.225 3.867
H -3.847 4.530 4.941
H -4.960 3.084 3.018
H -5.394 4.611 2.002
N 0.848 4.181 0.782
C 1.848 3.282 0.911
C 2.975 3.263 0.106
C 3.085 4.221 -0.897
C 2.070 5.159 -1.056
C 0.983 5.100 -0.199
H 1.714 2.553 1.705
H 3.749 2.519 0.256
H 3.953 4.237 -1.548
H 2.125 5.918 -1.828
H 0.167 5.813 -0.281
N 3.270 0.796 -2.196
C 3.977 0.575 -3.325
C 4.316 -0.687 -3.788
C 3.908 -1.791 -3.046
C 3.180 -1.595 -1.878
C 2.886 -0.295 -1.498
H 4.275 1.468 -3.867
H 4.884 -0.805 -4.703
H 4.156 -2.795 -3.377
H 2.848 -2.434 -1.277
H 2.317 -0.090 -0.596
N 1.707 -4.024 -0.070
C 2.477 -3.893 1.033
C 2.118 -4.368 2.284
C 0.893 -5.015 2.416
C 0.078 -5.164 1.299
C 0.525 -4.658 0.089
H 3.421 -3.378 0.879
H 2.776 -4.237 3.135
H 0.577 -5.400 3.381
H -0.882 -5.663 1.369
H -0.073 -4.753 -0.813
N 4.314 -2.534 -6.752
C 3.307 -3.344 -7.144
C 3.450 -4.707 -7.348
C 4.702 -5.276 -7.141
C 5.760 -4.467 -6.739
C 5.518 -3.115 -6.557
H 2.350 -2.853 -7.296
H 2.605 -5.311 -7.661
H 4.853 -6.341 -7.293
H 6.748 -4.880 -6.570
H 6.310 -2.443 -6.240
N -6.905 7.200 -1.655
C -7.053 7.510 -0.349
C -8.282 7.635 0.279
C -9.431 7.433 -0.478
C -9.311 7.114 -1.827
C -8.039 7.008 -2.364
H -6.127 7.661 0.198
H -8.342 7.883 1.333
H -10.413 7.523 -0.021
H -10.188 6.952 -2.444
H -7.893 6.758 -3.411
N 1.092 -7.887 4.218
C 0.458 -9.026 3.863
C 0.424 -10.167 4.650
C 1.084 -10.142 5.874
C 1.748 -8.984 6.267
C 1.722 -7.893 5.413
H -0.039 -8.997 2.898
H -0.103 -11.053 4.316
H 1.081 -11.017 6.517
H 2.272 -8.933 7.214
H 2.222 -6.965 5.676
N 8.231 -4.274 -4.564
C 8.076 -2.957 -4.308
C 9.123 -2.049 -4.278
C 10.409 -2.520 -4.521
C 10.601 -3.872 -4.786
C 9.491 -4.701 -4.797
H 7.055 -2.639 -4.121
H 8.941 -1.001 -4.070
H 11.255 -1.839 -4.505
H 11.591 -4.271 -4.978
H 9.588 -5.764 -5.002
N -5.926 0.305 3.311
C -5.537 -0.660 2.448
C -6.179 -0.925 1.249
C -7.290 -0.159 0.913
C -7.716 0.841 1.781
C -7.007 1.034 2.956
H -4.668 -1.233 2.757
H -5.821 -1.711 0.593
H -7.819 -0.339 -0.019
H -8.578 1.455 1.549
H -7.298 1.804 3.665
```



# 4
The following is a quantum chemistry calculation of a structure of composition C8H14BrCaN4O4, from the Open Molecules 2025 dataset.

Values from the calculation:
energy relative to the best compared isomer or geometry (same formula, charge and spin) = 1206.9 kJ/mol
orbital gap = 3.7 eV
E_LUMO = -0.240 Eh
charge = +1
DFT total energy = -111139.729 eV

The geometry in XYZ format:
```
32
C8H14BrCaN4O4 (the ωB97M-V functional and the def2-TZVPD basis)
Ca -4.327 -1.229 1.933
Br -2.695 -0.680 0.588
C 0.535 -1.594 2.297
O 1.159 -2.507 2.785
N 0.948 -0.384 2.533
N -0.629 -1.635 1.705
H 0.485 0.332 1.991
H 1.812 -0.215 3.027
H -1.104 -2.495 1.471
H -1.124 -0.855 1.297
C -0.262 -1.508 -2.047
O 0.712 -1.760 -2.705
N -0.806 -2.168 -1.103
N -0.988 -0.473 -2.352
H -1.645 -1.882 -0.618
H -0.444 -3.107 -1.021
H -1.779 -0.440 -1.725
H -0.745 0.123 -3.131
C 1.952 2.317 0.027
C 1.061 1.860 0.964
C -0.115 1.191 0.560
C -0.460 0.980 -0.794
C 0.448 1.456 -1.738
C 1.596 2.067 -1.319
O 2.472 2.374 -2.221
O -0.795 0.719 1.583
H 2.926 2.630 0.374
H 1.218 1.995 2.024
H -1.451 0.599 -0.994
H 0.333 1.396 -2.810
H 3.327 2.515 -1.806
H -1.617 0.378 1.224
```



# 5
The following is a quantum chemistry calculation of a cluster of 2 separate species, C4H11N2O in total, from the Open Molecules 2025 dataset.

Values from the calculation:
energy relative to the best compared isomer or geometry (same formula, charge and spin) = 36.9 kJ/mol
orbital gap = 7.7 eV
E_LUMO = 0.158 Eh
charge = -1
DFT total energy = -9354.108 eV

The geometry in XYZ format:
```
18
C4H11N2O (the ωB97M-V functional and the def2-TZVPD basis)
N -0.713 2.158 -0.480
C 0.465 2.905 -0.631
N 0.681 4.006 -0.012
H -1.242 2.621 0.308
H -0.684 1.093 -0.661
H 1.219 2.472 -1.301
H 1.587 4.369 -0.253
C -1.014 -0.884 0.084
O -0.475 -0.300 -0.992
C 0.024 -1.677 0.914
C 0.636 -2.810 0.057
H -1.867 -1.560 -0.254
H -1.543 -0.193 0.808
H -0.398 -2.059 1.842
H 0.869 -0.939 1.105
H 1.659 -3.078 0.379
H 0.819 -2.448 -0.975
H -0.023 -3.676 0.061
```



# 6
The following is a quantum chemistry calculation of a cluster of 2 separate species, C11H13N5O6 in total, from the Open Molecules 2025 dataset.

Values from the calculation:
energy relative to the best compared isomer or geometry (same formula, charge and spin) = 124.9 kJ/mol
orbital gap = 5.9 eV
structure (SMILES) = N#Cc1cc([N+](=O)[O-])cc2c1no[n+]2[O-].OCCNCCO
E_LUMO = -0.097 Eh
DFT total energy = -31343.727 eV

The geometry in XYZ format:
```
35
C11H13N5O6 (the ωB97M-V functional and the def2-TZVPD basis)
N -1.352 -4.430 2.767
C -1.022 -3.315 2.770
C -0.581 -1.991 2.768
C 0.761 -1.693 2.774
C 1.237 -0.367 2.750
N 2.663 -0.106 2.722
O 3.421 -0.936 3.238
O 3.063 0.931 2.176
C 0.362 0.692 2.739
C -0.997 0.410 2.748
N -2.169 1.147 2.739
O -2.173 2.402 2.722
O -3.276 0.379 2.746
N -2.834 -0.866 2.752
C -1.486 -0.889 2.758
H 1.474 -2.501 2.802
H 0.724 1.707 2.726
O 1.422 5.317 0.235
C 0.458 4.408 0.719
C 0.110 3.366 -0.336
N 1.262 2.553 -0.718
C 1.011 1.560 -1.758
C 2.271 0.785 -2.121
O 3.251 1.639 -2.669
H 1.707 5.946 0.937
H 0.844 3.918 1.621
H -0.435 4.973 1.021
H -0.708 2.715 -0.004
H -0.242 3.877 -1.239
H 1.732 2.142 0.099
H 0.203 0.891 -1.441
H 0.650 2.095 -2.643
H 2.678 0.291 -1.229
H 2.051 -0.004 -2.852
H 4.107 1.169 -2.795
```



# 7
The following is a quantum chemistry calculation of a cluster of 2 separate species, C6H11NO in total, from the Open Molecules 2025 dataset.

Values from the calculation:
energy relative to the best compared isomer or geometry (same formula, charge and spin) = 190.3 kJ/mol
orbital gap = 9.6 eV
structure (SMILES) = CC=C(C)C.N=C=O
E_LUMO = 0.028 Eh
DFT total energy = -9936.483 eV

The geometry in XYZ format:
```
19
C6H11NO (the ωB97M-V functional and the def2-TZVPD basis)
C -2.687 0.441 -0.057
C 0.935 0.609 -0.625
C 0.688 -0.458 0.087
C 0.633 1.949 -0.140
C 0.886 -1.823 -0.570
C 0.372 -0.550 1.547
N -1.945 0.019 -0.904
O -3.469 0.604 0.786
H 1.246 0.534 -1.715
H 1.393 2.653 -0.230
H 0.178 1.945 0.814
H -0.078 2.353 -0.916
H 1.505 -2.475 0.060
H 1.149 -1.785 -1.693
H -0.134 -2.400 -0.546
H 1.022 -0.084 2.291
H 0.334 -1.603 1.886
H -0.660 -0.080 1.558
H -1.370 0.151 -1.635
```



# 8
The following is a quantum chemistry calculation of the ion C11H12N2O with charge +2, from the Open Molecules 2025 dataset.

Values from the calculation:
energy relative to the best compared isomer or geometry (same formula, charge and spin) = 0.0 kJ/mol
orbital gap = 8.3 eV
E_LUMO = -0.333 Eh
charge = +2
DFT total energy = -16609.144 eV

The geometry in XYZ format:
```
26
C11H12N2O (the ωB97M-V functional and the def2-TZVPD basis)
C 1.284 -4.246 0.348
C -0.105 -4.402 0.181
C 1.868 -3.065 0.125
C -0.923 -3.336 -0.130
C 1.034 -1.891 -0.147
C -0.393 -2.066 -0.225
C -1.525 0.277 -0.250
C 1.788 -0.799 -0.444
C -0.541 2.019 1.256
C 0.429 3.035 0.717
C 0.438 3.200 -0.803
N -1.272 -0.990 -0.602
N -0.910 1.077 0.506
O 2.477 -0.008 -0.845
H 2.034 -4.985 0.540
H -0.649 -5.327 0.225
H 2.979 -2.838 0.060
H -1.923 -3.423 -0.334
H -2.576 0.727 -0.728
H 1.472 2.540 1.029
H -0.720 2.215 2.342
H 0.371 4.072 1.213
H -0.447 3.561 -1.130
H 0.623 2.179 -1.394
H 1.174 3.792 -1.149
H -2.100 -1.455 -1.060
```